No. 1
ORCA calculation (ωB97M-V/def2-TZVPD) on C2H7N5 in the gas phase in a non-equilibrium geometry.

Geometry (Å):
H  1.0051  -3.1562  0.4212
N  1.2709  -2.2091  0.1655
C  0.4320  -1.3166  0.4765
N  0.9052  0.0710  0.5837
N  2.2136  0.3433  0.1948
N  -0.0119  0.7361  -0.1301
N  -1.2126  0.6993  0.2590
C  -2.1094  1.4581  -0.5619
H  -0.5593  -1.4466  0.9047
H  2.8129  -0.2915  0.7137
H  2.3729  0.1444  -0.7905
H  -2.9420  0.8061  -0.8713
H  -1.6172  1.9169  -1.4289
H  -2.5600  2.2446  0.0636

Frontier orbital gap (eV): 9.93
E_LUMO (eV): 1.00
Maximum force (eV/Å): 4.5
SMILES: [H]/N=C/N(N)/N=N/C
DFT total energy (a.u.): -354.058389
Charge: 0
ΔE to the lowest compared entry with this formula, charge and spin (kJ/mol): 349.2
Spin multiplicity: 1

These are the natural (NBO) partial charges, in e, on atoms 1 to 5:
1. H 0.361
2. N -0.682
3. C 0.244
4. N -0.143
5. N -0.629

***

No. 2
ORCA calculation (ωB97M-V/def2-TZVPD) on a molecular structure, C22H29AsMnN3O15P3S.

Geometry (Å):
Mn  -1.2710  -1.0910  0.6998
O  -1.4149  -2.7452  -2.7190
P  -1.4044  -3.4338  -1.2838
O  -2.0550  -4.7292  -1.2241
O  -2.0602  -2.3580  -0.3199
O  0.1654  -3.4614  -0.9049
P  1.1066  -2.1499  -0.9269
O  1.2641  -1.9115  -2.5107
O  2.3774  -2.3100  -0.2366
O  0.1276  -0.9905  -0.5516
H  -0.5390  -2.5145  -3.0660
H  2.1869  -1.9381  -2.7911
O  -4.0770  -1.3503  4.1248
As  -2.5572  -0.6640  3.6007
O  -2.5626  0.9432  3.8018
O  -2.5842  -1.2576  1.9667
C  -1.2993  -1.6734  4.6442
C  -1.7162  -2.0981  5.8981
C  -0.8406  -2.8054  6.7128
C  0.4438  -3.0953  6.2858
C  0.8758  -2.6741  5.0361
C  -0.0037  -1.9691  4.2310
S  0.5455  -1.4853  2.6401
O  1.9589  -1.3699  2.6589
O  -0.0941  -2.4442  1.6722
O  -0.2080  -0.2320  2.2782
H  -4.3328  -2.0770  3.5421
H  -2.7226  -1.8829  6.2317
H  -1.1689  -3.1325  7.6903
H  1.1157  -3.6497  6.9261
H  1.8770  -2.8814  4.6871
C  1.1238  4.1193  0.3070
P  0.7631  2.4819  0.9651
C  0.4636  2.7157  2.7280
C  2.2989  1.5564  0.8358
O  -0.3849  1.8396  0.2527
H  1.9805  4.5755  0.8015
H  0.2470  4.7510  0.4526
H  1.3226  4.0414  -0.7622
H  0.9118  3.6477  3.0742
H  0.8771  1.8861  3.2974
H  -0.6134  2.7331  2.8991
H  3.1374  2.1406  1.2181
H  2.4764  1.3075  -0.2097
H  2.2266  0.6248  1.3944
C  5.0839  -0.1515  -4.1882
C  3.6400  0.2281  -3.9974
C  3.2174  0.9275  -2.8704
C  1.8923  1.2962  -2.7175
C  0.9508  0.9609  -3.6821
N  -0.3848  1.2901  -3.3944
C  -1.4570  1.2308  -4.2405
O  -1.4037  1.0240  -5.4316
N  -2.6862  1.4415  -3.6063
C  -2.9418  1.3213  -2.2408
C  -3.7897  2.1912  -1.5616
C  -3.9163  2.0788  -0.1908
C  -3.1827  1.1205  0.4900
N  -2.4456  0.2464  -0.1944
C  -2.3388  0.3068  -1.5173
C  1.3489  0.2723  -4.8211
C  2.6821  -0.0844  -4.9585
H  5.6388  -0.0661  -3.2551
H  5.5682  0.4946  -4.9224
H  5.1793  -1.1773  -4.5454
H  3.9334  1.1870  -2.0993
H  1.5678  1.8199  -1.8264
H  -0.5444  1.6150  -2.4510
H  -3.4292  1.6965  -4.2367
H  -4.3118  2.9691  -2.1047
H  -4.5375  2.7599  0.3715
H  -3.1655  1.0753  1.5702
H  -1.7402  -0.4506  -1.9983
H  0.6261  0.0149  -5.5798
H  2.9828  -0.6269  -5.8474

Frontier orbital gap (alpha / beta) (eV): 5.68 / 6.73
E_LUMO (alpha / beta) (eV): -2.76 / -1.71
Maximum force (eV/Å): 0.9
DFT total energy (a.u.): -6958.070458
Charge: 0
ΔE to the lowest compared entry with this formula, charge and spin (kJ/mol): 117.8
Spin multiplicity: 4

These are the Mulliken partial charges, in e, on atoms 1 to 5:
1. Mn 0.139
2. O -0.506
3. P 0.529
4. O -0.736
5. O -0.120

***

No. 3
ORCA calculation (ωB97M-V/def2-TZVPD) on a molecular structure, C64H42BiF2I4N6.

Geometry (Å):
Bi  0.1163  0.2168  -0.1071
I  2.5083  8.9903  -4.4198
C  1.8974  7.3475  -3.2221
C  0.7745  7.4689  -2.4261
C  0.3840  6.3957  -1.6473
C  1.1075  5.2044  -1.6482
C  2.2305  5.1114  -2.4672
C  2.6271  6.1749  -3.2570
C  0.6482  4.0598  -0.8361
C  1.5278  3.5366  0.1269
C  2.9135  3.9472  0.3212
C  3.4375  3.0963  1.2321
C  2.3604  2.1984  1.6205
C  2.4725  1.1619  2.5524
C  3.7618  1.0218  3.2693
C  4.1443  1.9149  4.2651
C  5.3220  1.7317  4.9675
C  6.1320  0.6579  4.6515
I  7.9392  0.3722  5.7239
C  5.7866  -0.2329  3.6535
C  4.5970  -0.0514  2.9715
C  1.4816  0.2498  2.9511
N  0.3312  -0.0633  2.3177
C  -0.3826  -0.8736  3.1247
C  -1.7021  -1.2753  2.8889
C  -2.3209  -2.1658  3.8891
C  -3.3978  -1.7456  4.6662
C  -3.9720  -2.5840  5.6030
C  -3.4688  -3.8613  5.7617
I  -4.3524  -5.1573  7.1930
C  -2.3936  -4.3033  5.0151
C  -1.8186  -3.4489  4.0929
C  -2.4849  -0.8075  1.8258
C  -3.8956  -1.0201  1.6731
C  -4.2631  -0.3994  0.5189
C  -3.0883  0.2195  -0.0224
N  -2.0347  -0.0780  0.7745
C  -3.1190  1.0628  -1.1505
C  -2.2462  2.1210  -1.4170
C  -2.2874  2.9725  -2.5913
C  -1.2750  3.8574  -2.4528
C  -0.5919  3.5134  -1.2129
N  -1.2280  2.4928  -0.6184
C  -4.1907  0.7823  -2.1250
C  -4.1902  -0.4603  -2.7573
C  -5.1246  -0.7695  -3.7264
C  -6.0995  0.1587  -4.0370
I  -7.5563  -0.3094  -5.5106
C  -6.1439  1.3861  -3.4042
C  -5.1816  1.7004  -2.4601
C  0.3580  -1.1260  4.3318
C  1.5210  -0.4376  4.2178
N  1.2402  2.5222  0.9545
H  0.2064  8.3872  -2.4170
H  -0.5016  6.4725  -1.0343
H  2.7800  4.1825  -2.5041
H  3.4916  6.0857  -3.8984
H  3.4001  4.7666  -0.1763
H  4.4447  3.0567  1.6079
H  3.4973  2.7454  4.5066
H  5.5979  2.4146  5.7576
H  6.4315  -1.0644  3.4129
H  4.3064  -0.7476  2.1976
H  -3.7770  -0.7424  4.5462
H  -4.7993  -2.2377  6.2043
H  -2.0032  -5.3010  5.1461
H  -0.9689  -3.7839  3.5173
H  -4.5347  -1.5498  2.3562
H  -5.2566  -0.3233  0.1156
H  -2.9814  2.8887  -3.4072
H  -0.9843  4.6356  -3.1348
H  -3.4245  -1.1755  -2.5022
H  -5.0775  -1.7192  -4.2370
H  -6.9292  2.0903  -3.6330
H  -5.2066  2.6639  -1.9716
H  0.0121  -1.7047  5.1675
H  2.3062  -0.3607  4.9466
F  2.4211  -4.4175  2.1726
C  2.5474  -3.4810  1.2008
C  1.5698  -2.5198  1.0399
C  1.6652  -1.5581  0.0449
C  2.7782  -1.5761  -0.8238
C  3.7541  -2.5563  -0.6045
F  4.8845  -2.6248  -1.3586
C  3.6683  -3.5062  0.3940
C  2.9056  -0.5734  -1.8946
C  3.8659  -0.5945  -2.9180
C  3.9045  0.4379  -3.8383
C  2.9797  1.4682  -3.7587
C  2.0447  1.3948  -2.7406
N  2.0240  0.4219  -1.8557
H  0.7342  -2.5228  1.7230
H  4.4600  -4.2250  0.5330
H  4.5778  -1.3931  -3.0279
H  4.6535  0.4356  -4.6189
H  2.9784  2.2830  -4.4680
H  1.2738  2.1436  -2.6174
C  -0.4343  -5.0337  -0.7192
N  -1.7150  -4.3659  -0.6263
C  -2.4690  -4.8396  0.5137
C  -1.5607  -2.9195  -0.5791
C  -1.2359  -2.2731  -1.9000
C  -1.5127  -2.9286  -3.0969
C  -1.3038  -2.3048  -4.3131
C  -0.8733  -0.9908  -4.3408
C  -0.6174  -0.3384  -3.1452
C  -0.7526  -0.9671  -1.9153
H  -0.5918  -6.1032  -0.8627
H  0.1838  -4.8964  0.1809
H  0.1090  -4.6364  -1.5734
H  -2.6298  -5.9136  0.4214
H  -3.4386  -4.3444  0.5332
H  -1.9676  -4.6461  1.4748
H  -0.8138  -2.6166  0.1675
H  -2.5158  -2.5038  -0.2474
H  -1.8832  -3.9418  -3.0625
H  -1.4890  -2.8421  -5.2325
H  -0.7167  -0.4812  -5.2833
H  -0.3029  0.6936  -3.1818

Frontier orbital gap (eV): 5.22
E_LUMO (eV): 1.14
Maximum force (eV/Å): 0.8
DFT total energy (a.u.): -4397.746591
Charge: -1
Spin multiplicity: 1

These are the Mulliken partial charges, in e, on atoms 1 to 5:
1. Bi 3.056
2. I 0.025
3. C -0.147
4. C -0.721
5. C -0.235

***

No. 4
ORCA calculation (ωB97M-V/def2-TZVPD) on 5 unconnected molecules or ions with the total composition C28H41N3O7S in a non-equilibrium geometry.

Geometry (Å):
O  -3.2539  0.9895  4.1201
C  -3.0887  0.6259  2.9876
N  -4.0447  -0.1225  2.2258
C  -3.4192  -0.5019  0.9879
O  -3.9299  -1.2364  0.1868
C  -2.0652  0.1080  0.9574
C  -1.0810  0.0502  -0.0302
C  -1.3081  -0.7648  -1.2766
C  -0.3101  -0.5844  -2.4278
S  -1.1425  -0.1772  -4.0008
C  -0.7087  1.4996  -4.1628
N  -1.2242  2.5449  -3.6159
N  -0.5132  3.6403  -4.0972
C  0.3650  3.1592  -4.9021
O  0.3215  1.8211  -5.0011
C  0.0928  0.7401  0.2628
C  0.2797  1.4321  1.4635
C  -0.7077  1.4725  2.4356
C  -1.8764  0.7908  2.1504
H  -4.8832  0.4361  2.1038
H  -2.3285  -0.6019  -1.6202
H  -1.2741  -1.8143  -0.9700
H  0.4602  0.1525  -2.2286
H  0.1758  -1.5399  -2.6029
H  1.1046  3.7025  -5.4684
H  0.9212  0.7312  -0.4304
H  1.2188  1.9397  1.6437
H  -0.5824  1.9951  3.3741
C  4.5270  1.0398  -6.0999
C  5.2217  2.1785  -5.3548
C  5.0648  3.3312  -6.3385
O  3.8374  3.1001  -7.0331
C  3.3732  1.7735  -6.7698
H  4.1906  0.2317  -5.4521
H  5.1968  0.6184  -6.8524
H  4.6904  2.3990  -4.4261
H  6.2626  1.9730  -5.1103
H  5.8844  3.3471  -7.0646
H  5.0175  4.3057  -5.8515
H  2.5096  1.8246  -6.1040
H  3.0594  1.3116  -7.7063
C  -4.0922  4.7115  7.2420
C  -3.5577  3.2810  7.2736
C  -2.4766  3.3355  6.2038
O  -1.9627  4.6737  6.2224
C  -2.8167  5.5095  7.0017
H  -4.6075  5.0086  8.1545
H  -4.7814  4.8366  6.4041
H  -3.1181  3.0675  8.2507
H  -4.3107  2.5229  7.0651
H  -2.8888  3.1270  5.2163
H  -1.6579  2.6387  6.3884
H  -2.3163  5.7469  7.9476
H  -2.9898  6.4410  6.4611
C  -0.3306  -5.8734  -3.0474
C  0.5618  -5.9846  -1.8122
C  0.9439  -4.5299  -1.5748
O  -0.1648  -3.7486  -2.0307
C  -1.0701  -4.5707  -2.7759
H  -1.0054  -6.7174  -3.1787
H  0.2817  -5.7822  -3.9470
H  -0.0141  -6.3677  -0.9671
H  1.4290  -6.6276  -1.9529
H  1.8319  -4.2521  -2.1526
H  1.1301  -4.2981  -0.5249
H  -1.9682  -4.7402  -2.1734
H  -1.3593  -4.0432  -3.6858
C  1.7669  -2.6691  3.8226
C  0.5747  -3.4988  3.3491
C  0.0479  -2.6481  2.2010
O  1.1845  -1.9891  1.6391
C  2.3107  -2.1324  2.5047
H  2.5068  -3.2402  4.3810
H  1.4231  -1.8463  4.4530
H  0.9143  -4.4689  2.9787
H  -0.1738  -3.6719  4.1204
H  -0.6572  -1.8898  2.5598
H  -0.4431  -3.2336  1.4211
H  3.0195  -2.8346  2.0516
H  2.8032  -1.1644  2.6086

Frontier orbital gap (eV): 8.92
E_LUMO (eV): -0.24
Maximum force (eV/Å): 1.2
SMILES: O=C1NC(=O)c2c(CCSc3nnco3)cccc21.C1CCOC1.C1CCOC1.C1CCOC1.C1CCOC1
DFT total energy (a.u.): -2180.596101
Charge: 0
Spin multiplicity: 1

These are the Mulliken partial charges, in e, on atoms 1 to 5:
1. O -0.531
2. C 0.051
3. N -0.294
4. C 0.296
5. O -0.557